The following is a DFT calculation (wB97M-V/def2-TZVPD) of 10 unconnected molecules or ions with the total composition C6H33N2O9 at a distorted geometry.

Cartesian coordinates (Å):
C -1.713 -3.306 -0.384
O 1.181 -0.137 -3.887
H 2.903 -1.756 1.582
H -0.707 -0.912 1.316
H 1.765 1.627 4.198
H 1.400 -0.308 -4.819
H 2.082 -0.130 1.638
C 1.418 -1.448 0.114
O -1.271 0.515 3.791
H -2.112 -0.890 -1.346
H 0.514 0.848 3.624
H -1.599 -0.419 3.733
H -1.584 1.116 1.617
O 2.506 2.356 -1.259
H -1.703 0.827 4.583
O 3.429 -0.054 -2.353
O -2.026 1.803 -1.801
H 0.366 2.862 -3.817
H -2.687 2.372 -2.208
H 3.192 0.789 -1.889
H -3.042 -0.293 0.004
H 1.709 2.490 0.336
O 0.389 2.258 -3.040
H -1.850 -3.311 -1.476
H 3.494 -0.731 -1.663
H -0.175 1.604 0.882
H 0.617 1.357 -3.415
O -2.212 -1.950 3.350
H 0.769 0.404 -0.775
H 2.042 -0.218 -3.393
H 1.567 -2.409 -0.366
H 1.777 2.463 -1.928
H -3.468 -2.435 0.196
H -2.641 -2.142 2.479
N -1.085 1.055 0.729
H -2.025 -4.295 -0.042
H -1.179 1.984 -2.276
H -0.647 -3.178 -0.198
C 2.158 -1.096 1.154
C -0.882 -0.397 0.379
H 3.078 3.112 -1.396
C 0.355 -0.575 -0.520
H -1.793 -2.780 3.635
H 0.071 -1.014 -1.474
O 1.425 1.187 3.406
H -1.621 1.541 -0.016
N -2.475 -2.262 0.296
C -2.186 -0.915 -0.256
H 1.425 2.206 1.893
O 1.050 2.584 1.061

Output
2S+1   1
LUMO level   -2.20 eV
Gap between HOMO and LUMO   10.21 eV
Total charge   +1
E   -1034.918310 Ha

Atom charges from the natural (NBO) analysis, given in e for atoms 1 to 6: number 1, C, carries -0.422; number 2, O, carries -0.995; number 3, H, carries 0.213; number 4, H, carries 0.237; number 5, H, carries 0.492; number 6, H, carries 0.494

The following is a DFT calculation (wB97M-V/def2-TZVPD) of 12 unconnected molecules or ions with the total composition C6H34O11 at a distorted geometry.

Cartesian coordinates (Å):
H 1.599 1.627 3.861
H -2.134 -1.583 0.078
H -2.595 2.884 0.758
H 0.564 0.224 4.623
C 1.143 0.608 3.682
H 2.091 0.146 1.638
H -3.184 -0.904 -0.684
O -2.056 3.310 0.073
C 0.891 2.619 1.619
O 0.808 1.221 -1.316
O -1.028 -0.116 -4.178
C -0.343 -0.901 2.163
O 2.810 -2.525 -1.288
C 0.249 0.401 2.557
H 0.494 3.515 1.152
H 1.162 3.135 2.507
H -0.067 -2.887 3.208
H 0.282 -1.474 4.306
H -1.404 -0.812 1.670
O 0.634 -3.338 0.486
O -2.931 -1.789 -0.440
H -1.258 -2.891 -2.574
H -0.454 1.364 0.752
H 2.976 -1.851 -0.707
H -0.640 2.997 -3.266
C -0.369 -1.877 3.404
O -1.118 2.216 -2.821
O 3.035 1.231 -2.858
O 2.077 -0.599 1.008
H 1.924 2.223 1.147
H 1.910 -2.938 -1.179
O -3.427 0.591 -1.634
H 1.045 -2.504 0.718
H -0.081 -0.337 -4.234
H -2.189 -1.774 -1.968
C 0.054 1.395 1.640
H -3.399 0.483 -2.579
H -0.105 1.376 -1.675
H 1.547 1.283 -2.013
H 2.920 1.023 -3.725
H 1.865 -0.282 4.002
H 1.786 -0.316 0.167
H -1.325 -2.147 3.781
H -1.221 1.500 -3.444
H -1.407 -0.735 -3.580
H 1.322 -3.966 0.689
H -1.384 2.713 -0.228
H 0.288 -1.237 1.437
H 3.327 0.492 -2.338
H -2.866 1.352 -1.612
O -1.819 -2.148 -2.783

Output
2S+1   1
LUMO level   0.01 eV
SMILES string   C/C=C(\C)CC.O.O.O.O.O.O.O.O.O.O.O
Gap between HOMO and LUMO   8.51 eV
E   -1076.504467 Ha

Atom charges from the natural (NBO) analysis, given in e for atoms 1 to 6: number 1, H, carries 0.252; number 2, H, carries 0.469; number 3, H, carries 0.478; number 4, H, carries 0.246; number 5, C, carries -0.718; number 6, H, carries 0.508

The following is a DFT calculation (wB97M-V/def2-TZVPD) of 12 unconnected molecules or ions with the total composition C6H35N2O11 at a distorted geometry.

Cartesian coordinates (Å):
C 0.337 1.994 1.075
C -0.390 2.185 -1.015
O -3.408 -1.480 1.854
H 3.463 -3.292 -1.308
H 0.476 0.855 -2.465
C -0.420 0.922 -1.883
H -1.834 -2.341 2.403
H 1.602 -0.542 -0.776
H 2.649 2.174 -1.558
H -2.225 0.249 3.074
H -4.346 -2.035 -1.182
H -1.980 3.632 -1.473
N 0.768 -0.976 -0.299
H 0.870 -1.981 -0.517
C -0.580 -0.433 -1.182
H 1.736 1.904 3.204
H -3.823 0.797 -3.037
H 4.172 0.406 -2.225
H -0.681 2.127 1.429
H 0.601 -0.869 0.760
O 3.246 2.683 -1.135
H 0.862 -1.947 4.130
H 2.725 3.276 -0.637
H -1.531 -3.764 1.997
O -1.797 -3.239 2.735
H 2.455 0.806 2.316
O 2.786 -2.665 -1.625
H 3.613 -0.558 -3.544
H -1.872 -1.804 -2.371
H -4.253 -0.549 -0.904
H 4.383 1.732 1.013
H -3.760 -1.870 2.632
C -1.261 3.210 -0.915
H 1.128 2.149 1.901
H -3.503 1.196 -1.692
H -0.682 -2.571 -1.691
O 2.209 0.962 3.173
H -1.379 -0.536 -0.315
O 3.547 -0.185 -2.610
C -0.788 -1.594 -2.164
O -4.639 -1.290 -0.519
O 0.971 -1.390 3.310
H -1.225 3.900 -0.091
O 3.910 0.876 1.242
O -3.099 0.664 -2.375
H -1.193 0.925 -2.695
H 4.326 0.670 2.130
H -4.059 -1.834 1.197
H 1.385 -0.544 3.343
H 3.107 -1.879 -1.814
N 0.686 2.088 -0.167
H -0.174 -1.495 -3.112
H -1.065 0.747 2.250
O -2.047 0.537 2.126

Output
2S+1   1
LUMO level   -2.89 eV
Gap between HOMO and LUMO   9.66 eV
Total charge   +1
E   -1186.334492 Ha

Atom charges from the natural (NBO) analysis, given in e for atoms 1 to 6: number 1, C, carries -0.076; number 2, C, carries 0.160; number 3, O, carries -0.971; number 4, H, carries 0.495; number 5, H, carries 0.226; number 6, C, carries -0.517

The following is a DFT calculation (wB97M-V/def2-TZVPD) of 12 unconnected molecules or ions with the total composition C6H35NO13 at a distorted geometry.

Cartesian coordinates (Å):
H -1.834 -0.288 -2.896
H 0.989 -1.698 3.095
H -3.764 -1.809 -1.158
H 0.034 1.221 -1.484
O -4.422 -1.096 -1.319
O 3.675 0.337 3.028
H -4.259 -1.076 -2.273
H 2.819 0.208 3.456
H -0.209 -0.308 1.714
H -2.928 -1.011 0.572
H 0.560 -1.746 -0.966
C 0.277 -1.011 -0.206
H 2.166 -3.087 0.623
H -0.805 -1.945 1.189
O -2.480 -3.031 -1.530
H 0.261 3.634 -0.154
H -0.600 4.653 0.527
C 1.484 0.057 -0.349
C 1.153 -1.968 2.047
H -1.720 2.631 -2.814
C 0.059 -1.263 1.273
O -1.201 -0.910 -3.271
C 1.127 1.109 -1.414
O -3.222 -0.465 1.300
H -0.589 -0.448 -0.625
O 2.363 3.092 1.821
O 1.571 2.365 -0.860
H 1.825 2.908 1.037
O -2.324 1.868 1.924
H -0.794 -2.650 -3.885
H -0.195 -3.240 -2.657
H -0.339 -0.582 -3.000
N 2.720 -0.619 -0.731
H -2.081 -3.786 -1.091
H -1.673 2.864 -1.270
H 1.803 3.087 -1.454
O 0.789 0.890 4.365
O -0.639 -3.513 -3.454
H 2.623 -1.160 -1.581
H 0.477 0.678 3.486
O -1.665 2.192 -1.961
H -2.643 -3.265 -2.450
H 3.426 1.036 2.409
H -2.586 1.097 2.435
H 1.662 0.467 0.648
H -4.152 -0.245 1.200
C 2.088 -2.826 1.672
H 2.730 1.040 -2.464
O 1.790 0.876 -2.596
H 2.979 -1.201 0.047
H 2.698 -3.247 2.461
O -0.159 4.497 -0.318
H 1.405 1.627 4.344
H -2.128 1.507 1.061
H 1.857 3.554 2.494

Output
2S+1   1
LUMO level   -0.01 eV
SMILES string   C=CCC[C@@H](N)C(O)O.O.O.O.O.O.O.O.O.O.O.O
Gap between HOMO and LUMO   9.30 eV
E   -1282.410099 Ha

Atom charges from the natural (NBO) analysis, given in e for atoms 1 to 6: number 1, H, carries 0.494; number 2, H, carries 0.200; number 3, H, carries 0.486; number 4, H, carries 0.197; number 5, O, carries -0.962; number 6, O, carries -0.946

The following is a DFT calculation (wB97M-V/def2-TZVPD) of a molecular structure, C6H35O13 at a distorted geometry.

Cartesian coordinates (Å):
O -2.134 -0.442 1.893
H -1.068 -0.132 1.842
H -2.059 -2.856 -0.096
O -2.999 -2.767 2.105
H -2.851 0.058 0.298
H 0.038 1.570 1.030
C -0.156 -3.752 -0.430
O -3.474 0.390 -0.524
H -3.890 -0.366 -0.946
H 0.004 1.703 2.950
C 0.633 -3.420 0.751
O 1.202 3.734 -1.467
H 3.379 2.562 -2.250
H -2.605 -3.136 1.316
H -2.553 2.479 -0.498
H -0.678 2.685 -1.922
H 1.828 -0.006 2.801
H 2.527 -0.598 0.442
H 0.922 1.505 -3.335
H 1.021 -1.714 -2.968
H -0.285 -2.277 -3.036
H 2.770 -2.780 1.324
H -1.128 2.802 0.934
H 2.586 2.848 2.844
O 1.697 0.846 -3.557
H -0.167 -3.039 1.333
O -0.480 2.301 0.370
O 2.557 2.924 1.881
O 0.099 0.325 1.896
C 1.644 -1.087 0.756
H 1.335 0.105 -3.943
H 2.742 1.187 -2.122
H 0.979 -0.521 0.161
H -2.437 -1.924 2.093
C 1.097 -0.566 2.175
H 0.475 3.783 -0.888
H 0.855 -4.269 1.394
H 3.063 2.139 1.465
C 1.950 -2.520 0.499
H -3.751 2.450 -1.451
H 0.267 3.198 2.604
H -2.323 -0.060 2.800
H 2.487 -2.598 -0.511
H 0.300 -4.647 -1.036
H 0.569 -1.396 2.799
O -0.161 2.610 3.257
O 3.221 1.846 -1.614
O -0.897 2.349 -2.799
H -1.988 -4.135 -1.335
H 1.661 2.951 -1.248
O -3.117 3.046 -1.004
O 0.539 -2.258 -3.547
C -1.451 -3.587 -0.654
H -1.797 2.454 -2.834

Output
2S+1   1
LUMO level   2.77 eV
Gap between HOMO and LUMO   9.26 eV
Total charge   -1
E   -1227.683319 Ha

Atom charges from the natural (NBO) analysis, given in e for atoms 1 to 6: number 1, O, carries -1.055; number 2, H, carries 0.497; number 3, H, carries 0.176; number 4, O, carries -0.997; number 5, H, carries 0.537; number 6, H, carries 0.526

The following is a DFT calculation (wB97M-V/def2-TZVPD) of 13 unconnected molecules or ions with the total composition C6H35O14 at a distorted geometry.

Cartesian coordinates (Å):
H 0.125 2.408 -1.324
H -0.913 -1.777 -3.660
O 1.992 1.247 3.164
C -1.180 -1.383 -2.763
H 2.999 2.293 -1.810
H -0.155 -2.516 0.387
C -0.908 -2.180 -0.277
O -0.240 0.880 1.008
H 1.354 -1.248 2.429
C -0.118 -1.757 -1.550
H 4.234 -1.094 -1.679
C -1.716 0.703 -1.737
H -3.674 -0.396 -0.021
H 0.182 0.642 0.259
O -0.758 -1.595 2.544
H 1.730 -3.162 -1.647
H 1.384 1.585 2.475
H 0.302 2.816 1.369
O 3.312 -1.078 -1.773
H 3.837 0.504 0.919
H -1.026 3.090 1.813
H -1.547 -1.954 2.785
H -1.361 0.189 3.405
H -1.556 1.609 2.964
O 4.302 -0.239 1.151
H -3.789 -1.475 0.904
H -1.608 0.500 -3.837
H -0.783 -0.659 2.384
O -3.858 -0.476 0.957
O -0.201 3.521 1.889
H 0.544 3.598 -0.689
O 1.840 -1.290 1.583
C 0.643 -2.912 -2.134
O -1.450 0.995 3.725
H 2.707 0.724 2.643
H 3.878 -0.786 1.731
C -1.065 0.120 -2.979
H 0.608 -0.764 -1.570
O -2.833 0.320 -1.407
H -0.029 -3.814 -1.808
H -1.045 1.354 0.739
O 3.254 1.810 -0.947
H -0.027 0.870 -3.128
H 3.032 -0.336 -1.262
H -3.182 1.382 1.612
H 1.179 -1.924 1.150
H -1.807 -2.893 -0.588
H -1.367 -1.261 0.141
O -2.912 2.160 1.021
H -3.026 2.181 0.053
O -1.169 1.764 -1.323
O 0.979 2.876 -1.070
H 2.438 1.673 -0.413
H 0.597 -2.966 -3.125
H -2.149 -1.877 -2.680

Output
2S+1   1
LUMO level   2.61 eV
Gap between HOMO and LUMO   9.37 eV
Total charge   -1
E   -1302.911519 Ha

Atom charges from the natural (NBO) analysis, given in e for atoms 1 to 6: number 1, H, carries 0.497; number 2, H, carries 0.184; number 3, O, carries -0.953; number 4, C, carries -0.410; number 5, H, carries 0.505; number 6, H, carries 0.180

Which of these has the highest LUMO level?
C6H35O13

What is the gap between HOMO and LUMO in the second record?
8.51 eV

Look up the 2S+1 of the second one.
1

The lowest LUMO level belongs to which entry?
C6H35N2O11